Model i:
The following is a quantum chemistry calculation of a molecular structure, C4H7NO, from the OMol25 dataset.

The total charge is 0. The calculation puts the LUMO energy (alpha / beta) at -0.27 / -0.28 eV. The gap between HOMO and LUMO (alpha / beta) comes out at 7.999 / 7.984 eV. The value obtained for the HOMO energy (alpha / beta) is -0.3038 / -0.3035 hartree.

Atoms and positions in Å:
C -0.551 -0.567 1.813
C -0.017 -0.126 0.490
N 1.191 -0.381 0.003
C 1.045 0.213 -1.285
C -0.413 0.568 -1.332
O -1.060 -0.340 -0.600
H -1.456 -0.010 2.067
H 0.210 -0.404 2.579
H -0.796 -1.632 1.763
H 1.757 1.033 -1.440
H 1.164 -0.496 -2.122
H -0.937 0.978 -2.198
H -0.139 1.164 0.262

Löwdin atomic charge list, values in e, 6 entries: C -0.009; C -0.509; N 0.058; C -0.241; C -0.120; O -0.035


Model ii:
The following is a quantum chemistry calculation of 3 unconnected molecules or ions with the total composition C4H7NO, from the OMol25 dataset.

The total charge is 0. The calculation puts the LUMO energy at 0.38 eV. The gap between HOMO and LUMO comes out at 10.703 eV. The value obtained for the HOMO energy is -0.3792 hartree. As for the SMILES: C=CC#N.[H][H].C=O.

Atoms and positions in Å:
O -1.489 1.147 1.049
C -1.298 0.164 1.726
C -0.013 0.134 -1.758
C 0.803 -0.885 -1.488
C 0.703 -1.615 -0.253
N 0.611 -2.194 0.747
H 0.737 1.970 0.929
H -2.088 -0.595 1.880
H -0.327 -0.034 2.214
H 0.077 0.678 -2.692
H -0.775 0.460 -1.057
H 1.481 1.978 0.881
H 1.577 -1.207 -2.178

Löwdin atomic charge list, values in e, 6 entries: O -0.073; C -0.161; C 0.046; C -0.162; C -0.236; N 0.149


Verdict on stability: model ii comes out on top.


Model i:
The following is a quantum chemistry calculation of a molecular structure, C4H8ClN, from the OMol25 dataset.

The total charge is 0. The calculation puts the LUMO energy at 0.92 eV. The gap between HOMO and LUMO comes out at 10.430 eV. The value obtained for the HOMO energy is -0.3495 hartree.

Atoms and positions in Å:
C 0.901 -0.280 1.207
C -0.905 1.197 -0.124
C -0.057 -0.767 -1.339
C 0.273 0.361 -0.507
N 0.626 -1.435 1.587
Cl 0.939 -1.851 3.236
H 1.316 0.590 1.752
H -1.869 0.653 0.007
H -1.046 1.899 -0.881
H -0.702 1.762 0.759
H -0.040 -0.406 -2.308
H 0.491 -1.758 -1.304
H -1.051 -0.944 -1.111
H 1.124 0.978 -0.973

Löwdin atomic charge list, values in e, 6 entries: C -0.181; C -0.108; C -0.134; C -0.320; N -0.444; Cl 0.505


Model ii:
The following is a quantum chemistry calculation of a molecular structure, C4H8ClN, from the OMol25 dataset.

The total charge is 0. The calculation puts the LUMO energy at 0.92 eV. The gap between HOMO and LUMO comes out at 10.264 eV. The value obtained for the HOMO energy is -0.3432 hartree.

Atoms and positions in Å:
C 0.365 -0.672 -0.035
C -1.073 -0.369 0.273
C -0.613 0.984 0.787
C 0.859 0.857 0.178
H 1.125 -0.484 -1.877
H -0.243 -2.001 -1.584
H 0.830 -1.136 0.854
H -1.650 -0.135 -0.739
H -1.676 -1.019 0.959
H -0.577 0.891 1.893
H -1.159 1.933 0.428
H 1.672 0.858 1.127
N 0.896 -1.464 -1.126
Cl 1.244 1.758 -1.136

Löwdin atomic charge list, values in e, 6 entries: C -0.565; C -0.195; C -0.224; C -0.782; H 0.108; H 0.198


Model iii:
The following is a quantum chemistry calculation of a single C4H8ClN molecule, from the OMol25 dataset.

The total charge is 0. The calculation puts the LUMO energy at 1.01 eV. The gap between HOMO and LUMO comes out at 10.702 eV. The value obtained for the HOMO energy is -0.3561 hartree. As for the SMILES: NC1(CCl)CC1.

Atoms and positions in Å:
C -0.049 -0.135 -0.094
C 1.275 0.618 -0.533
C -0.208 -0.837 1.234
C -0.890 0.482 0.968
H -0.206 -1.486 -1.731
H -1.014 -0.037 -1.839
H 2.023 0.867 0.253
H 1.854 0.013 -1.278
H 0.516 -1.058 2.005
H -0.974 -1.637 1.079
H -1.966 0.529 1.030
H -0.483 1.344 1.442
N -0.762 -0.815 -1.187
Cl 0.885 2.153 -1.348

Löwdin atomic charge list, values in e, 6 entries: C -0.576; C -0.522; C -0.090; C -0.115; H 0.081; H 0.079


Verdict on stability: model iii comes out on top.


Model i:
The following is a quantum chemistry calculation of a single C4H8ClN molecule, from the OMol25 dataset.

The total charge is 0. The calculation puts the LUMO energy at 0.95 eV. The gap between HOMO and LUMO comes out at 10.019 eV. The value obtained for the HOMO energy is -0.3331 hartree. As for the SMILES: C=C(Cl)CNC.

Atoms and positions in Å:
C 0.090 0.312 -1.834
C 0.176 0.770 0.542
C 0.368 -0.515 1.351
C -0.511 -1.501 1.428
H 0.742 1.243 -2.076
H -0.615 0.032 -2.663
H 0.924 -0.400 -1.738
H -1.326 1.259 -0.780
H 1.128 1.134 0.235
H -0.343 1.463 1.128
H -0.516 -2.456 2.002
H -1.225 -1.435 0.616
N -0.630 0.519 -0.599
Cl 1.740 -0.426 2.387

Löwdin atomic charge list, values in e, 6 entries: C -0.143; C -0.288; C -0.750; C -0.022; H 0.095; H 0.091


Model ii:
The following is a quantum chemistry calculation of 2 unconnected molecules or ions with the total composition C4H8ClN, from the OMol25 dataset.

The total charge is 0. The calculation puts the LUMO energy at 0.07 eV. The gap between HOMO and LUMO comes out at 8.769 eV. The value obtained for the HOMO energy is -0.3195 hartree.

Atoms and positions in Å:
C 0.293 -0.344 -1.575
C -0.682 -1.191 1.123
C 0.194 1.305 0.810
C 0.306 -0.175 0.696
N 0.421 0.799 -1.969
Cl 0.496 1.049 -3.760
H 0.227 -1.305 -2.058
H -1.859 -0.780 1.104
H -0.484 -1.499 2.176
H -0.754 -2.112 0.608
H -0.814 1.454 0.255
H 0.327 1.665 1.747
H 1.004 1.560 0.071
H 1.327 -0.426 0.771

Löwdin atomic charge list, values in e, 6 entries: C -0.146; C -0.132; C -0.110; C -0.244; N -0.432; Cl 0.416


Verdict on stability: model i comes out on top.


Model i:
The following is a quantum chemistry calculation of a single C7H15NO molecule, from the OMol25 dataset.

The total charge is 0. The calculation puts the LUMO energy at 0.96 eV. The gap between HOMO and LUMO comes out at 9.987 eV. The value obtained for the HOMO energy is -0.3318 hartree. As for the SMILES: CC(C)/N=C\C[C@H](C)O.

Atoms and positions in Å:
C -1.311 0.651 -1.514
C 0.788 -1.273 1.357
C 0.254 0.315 -1.293
C -1.611 2.109 -1.223
C 2.268 -0.920 1.543
C -0.110 -0.112 1.810
C 0.434 -1.150 -1.041
O -2.171 -0.141 -0.742
N 0.604 -1.800 0.023
H -1.970 -1.074 -0.884
H -1.316 0.383 -2.600
H 0.566 -2.136 2.000
H 0.812 0.608 -2.185
H 0.611 0.908 -0.455
H 0.343 -1.769 -1.936
H -1.472 2.306 -0.161
H -2.647 2.324 -1.477
H -0.962 2.759 -1.803
H 2.455 -0.646 2.579
H 2.892 -1.774 1.287
H 2.544 -0.086 0.901
H 0.324 0.856 1.572
H -0.230 -0.158 2.890
H -1.096 -0.181 1.355

Löwdin atomic charge list, values in e, 6 entries: C -0.432; C -0.446; C -0.117; C -0.044; C -0.065; C -0.063


Model ii:
The following is a quantum chemistry calculation of a single C7H15NO molecule, from the OMol25 dataset.

The total charge is 0. The calculation puts the LUMO energy at 0.94 eV. The gap between HOMO and LUMO comes out at 9.850 eV. The value obtained for the HOMO energy is -0.3275 hartree. As for the SMILES: CC/C(C)=C(\C)[C@H](N)O.

Atoms and positions in Å:
C -1.160 -1.688 -0.668
C 0.588 1.894 0.475
C -1.961 0.362 0.732
C 1.548 0.010 -1.098
C 1.435 1.746 1.724
C -0.783 -0.197 -0.017
C 0.362 0.413 -0.281
N -0.130 -2.677 -0.729
O -1.679 -1.530 -1.959
H -1.626 -2.423 -2.341
H -1.952 -2.112 -0.040
H 0.566 -2.401 -1.415
H 0.330 -2.718 0.176
H 1.078 2.542 -0.259
H -0.355 2.391 0.712
H -1.682 0.591 1.766
H -2.788 -0.354 0.781
H -2.348 1.264 0.247
H 1.240 -0.469 -2.030
H 2.142 0.879 -1.401
H 2.201 -0.657 -0.529
H 1.666 2.724 2.163
H 0.917 1.152 2.485
H 2.391 1.257 1.506

Löwdin atomic charge list, values in e, 6 entries: C -0.435; C -0.189; C -0.067; C -0.071; C -0.121; C -0.168


Verdict on stability: model i comes out on top.


Model i:
The following is a quantum chemistry calculation of 2 unconnected molecules or ions with the total composition C7H15NO, from the OMol25 dataset.

The total charge is 0. The calculation puts the LUMO energy at 0.85 eV. The gap between HOMO and LUMO comes out at 8.561 eV. The value obtained for the HOMO energy is -0.2834 hartree. As for the SMILES: CC(C)=CN.CC(C)=O.

Atoms and positions in Å:
C -0.542 -0.842 -2.110
C 1.028 1.127 -1.843
C -0.350 0.561 -1.586
O -1.286 1.265 -1.254
H -0.422 -0.844 -3.192
H -1.536 -1.206 -1.864
H 0.214 -1.500 -1.688
H 1.743 0.623 -1.196
H 1.322 0.959 -2.876
H 1.055 2.193 -1.630
C -1.194 -1.081 1.316
C 1.344 -1.227 1.413
C 0.125 -0.358 1.267
N -0.848 1.849 1.567
C 0.211 0.975 1.434
H -1.731 1.477 1.248
H -0.680 2.766 1.181
H 1.184 1.450 1.480
H -1.570 -1.157 2.338
H -1.944 -0.557 0.723
H 1.418 -1.925 0.576
H 2.254 -0.632 1.446
H -1.083 -2.091 0.925
H 1.287 -1.825 2.324

Löwdin atomic charge list, values in e, 6 entries: C -0.024; C -0.025; C -0.510; O 0.038; H 0.088; H 0.082


Model ii:
The following is a quantum chemistry calculation of 3 unconnected molecules or ions with the total composition C7H15NO, from the OMol25 dataset.

The total charge is 0. The calculation puts the LUMO energy at 0.76 eV. The gap between HOMO and LUMO comes out at 8.162 eV. The value obtained for the HOMO energy is -0.2721 hartree.

Atoms and positions in Å:
C -0.877 0.655 -0.652
C -1.942 -0.072 -1.452
C 1.201 0.179 -1.498
N 1.023 0.170 -2.824
C 2.052 0.329 -0.555
H 0.129 -0.082 -3.217
H 1.552 0.819 -3.388
H -1.260 1.153 0.236
H -0.481 1.489 -1.224
H 1.571 0.221 0.545
H 3.114 0.133 -0.528
H -2.586 -0.715 -0.844
H -1.509 -0.731 -2.210
H -2.611 0.616 -1.980
C 0.795 0.243 2.862
C -0.431 -0.851 0.950
C 0.773 -0.606 1.620
O -1.584 -0.595 1.676
H -2.354 -0.668 1.101
H -0.487 -1.698 0.274
H 1.523 -1.386 1.548
H 1.816 0.545 3.109
H 0.197 1.145 2.729
H 0.378 -0.292 3.722

Löwdin atomic charge list, values in e, 6 entries: C -0.141; C -0.161; C -0.256; N 0.075; C -0.023; H 0.075


Verdict on stability: model i comes out on top.


Model i:
The following is a quantum chemistry calculation of 2 unconnected molecules or ions with the total composition C7H15NO, from the OMol25 dataset.

The total charge is 0. The calculation puts the LUMO energy at 0.82 eV. The gap between HOMO and LUMO comes out at 8.762 eV. The value obtained for the HOMO energy is -0.2918 hartree. As for the SMILES: C=C[C@H](C)O.C/C=C\N.

Atoms and positions in Å:
C 1.761 0.204 1.001
C 2.320 1.105 -0.092
C 0.276 0.411 1.157
C -0.339 0.434 2.327
O 2.034 -1.146 0.621
H 1.759 -1.722 1.344
H 2.274 0.415 1.953
H -0.282 0.580 0.200
H 3.388 0.937 -0.204
H 2.146 2.147 0.162
H 1.834 0.876 -1.037
H 0.189 0.269 3.257
H -1.403 0.596 2.411
C -2.593 0.432 -0.941
N -0.665 -1.956 -0.790
C -0.644 -0.974 -1.759
C -1.363 0.160 -1.760
H 0.236 -2.381 -0.630
H -1.085 -1.634 0.089
H 0.128 -1.116 -2.506
H -1.233 0.827 -2.602
H -2.659 -0.230 -0.082
H -2.585 1.460 -0.580
H -3.496 0.306 -1.541

Löwdin atomic charge list, values in e, 6 entries: C -0.443; C -0.041; C -0.155; C 0.020; O -0.053; H 0.093


Model ii:
The following is a quantum chemistry calculation of a molecular structure, C7H15NO, from the OMol25 dataset.

The total charge is 0. The calculation puts the LUMO energy at 0.89 eV. The gap between HOMO and LUMO comes out at 8.899 eV. The value obtained for the HOMO energy is -0.2943 hartree.

Atoms and positions in Å:
C -1.782 0.334 0.226
C 3.054 -0.010 -0.478
C 0.354 -1.930 -0.116
C -2.043 0.324 -1.263
C 0.452 1.978 0.952
C 0.532 -0.531 0.303
C 0.069 0.613 0.564
N -2.449 -0.698 0.912
O 2.303 -0.270 0.656
H -2.064 1.288 0.672
H -2.353 -1.613 0.493
H -2.254 -0.729 1.904
H 2.846 0.988 -0.914
H 4.127 -0.038 -0.231
H 2.893 -0.749 -1.289
H 1.340 -2.394 -0.101
H -0.058 -2.005 -1.123
H -0.271 -2.485 0.587
H -1.739 -0.619 -1.717
H -1.514 1.137 -1.754
H -3.111 0.450 -1.452
H 1.533 1.999 1.085
H 0.157 2.700 0.190
H -0.022 2.261 1.894

Löwdin atomic charge list, values in e, 6 entries: C -0.345; C -0.232; C -0.040; C -0.072; C -0.051; C -0.113


Model iii:
The following is a quantum chemistry calculation of a single C7H15NO molecule, from the OMol25 dataset.

The total charge is 0. The calculation puts the LUMO energy at 0.93 eV. The gap between HOMO and LUMO comes out at 9.680 eV. The value obtained for the HOMO energy is -0.3216 hartree. As for the SMILES: [H]/N=C(\C)C(C)(C)COC.

Atoms and positions in Å:
C 2.433 -0.516 1.042
C -0.681 -1.979 -0.316
C -0.406 -0.743 0.497
O 1.596 -0.500 -0.101
N -0.593 -0.648 1.749
H -1.024 -1.468 2.168
H 3.117 0.340 1.048
H 3.031 -1.432 0.993
H 1.825 -0.492 1.948
H -0.519 -2.865 0.302
H -1.705 -1.986 -0.683
H -0.009 -2.025 -1.169
C -1.238 0.543 -1.683
C -1.085 1.792 0.492
C -0.472 0.703 -0.377
C 0.998 0.895 -0.553
H -0.742 -0.148 -2.360
H -1.314 1.507 -2.190
H -2.253 0.189 -1.494
H -0.578 1.857 1.454
H -2.130 1.557 0.691
H -1.018 2.760 -0.003
H 1.454 1.610 0.134
H 1.314 1.046 -1.589

Löwdin atomic charge list, values in e, 6 entries: C -0.110; C -0.038; C -0.383; O -0.246; N 0.119; H 0.057


Model iv:
The following is a quantum chemistry calculation of 2 unconnected molecules or ions with the total composition C7H15NO, from the OMol25 dataset.

The total charge is 0. The calculation puts the LUMO energy at 0.91 eV. The gap between HOMO and LUMO comes out at 9.215 eV. The value obtained for the HOMO energy is -0.3052 hartree. As for the SMILES: C=CN(C)C.CCC=O.

Atoms and positions in Å:
C -1.090 -1.675 0.829
C -2.185 -1.413 -0.198
C -0.638 -0.427 1.541
O 0.028 -0.397 2.542
H -1.134 0.577 1.102
H -0.214 -2.129 0.358
H -1.438 -2.371 1.593
H -3.090 -1.058 0.295
H -2.426 -2.326 -0.742
H -1.874 -0.662 -0.917
C 1.352 -0.336 -1.127
C 2.089 0.829 0.859
N 0.978 0.535 -0.028
C 0.075 1.586 -0.290
C -0.450 1.910 -1.485
H 0.093 2.337 0.492
H 1.871 -1.205 -0.724
H 0.466 -0.665 -1.665
H 1.743 1.451 1.682
H 2.014 0.173 -1.835
H 2.451 -0.105 1.291
H 2.905 1.337 0.331
H -0.444 1.257 -2.340
H -1.084 2.777 -1.563

Löwdin atomic charge list, values in e, 6 entries: C -0.209; C -0.102; C -0.330; O 0.024; H 0.131; H 0.105


Verdict on stability: model i comes out on top.